1.
# C11H19Cl2FMnNO6P

C11H19Cl2FMnNO6P as an isolated structure (the ωB97M-V functional and the def2-TZVPD basis, OMol25).

Structure (XYZ):
```
42
C11H19Cl2FMnNO6P (the ωB97M-V functional and the def2-TZVPD basis)
Mn 1.88719 -1.23473 1.31152
F 1.96943 -1.95595 2.87012
Cl 5.98239 -1.50266 -0.61671
C 5.34592 -2.54498 0.66423
Cl 5.29415 -1.72316 2.21986
C 3.94265 -3.01275 0.23412
O 3.75088 -4.10953 -0.19184
O 3.01985 -2.05944 0.30090
H 5.98955 -3.41265 0.74163
C -3.31988 -1.16157 -1.63109
C -2.52248 -1.21409 -0.34017
C -3.09238 -0.27575 0.70966
C -2.40101 -2.63529 0.18465
O -1.16610 -0.78983 -0.74382
P -0.06280 -0.13217 0.13935
O 1.31109 -0.37172 -0.43129
O 0.08976 -0.87424 1.51414
O -0.44491 1.33960 0.44392
C -0.32873 2.53764 -0.42848
C -0.92423 3.64170 0.42336
C 1.13653 2.79148 -0.73239
C -1.13297 2.29150 -1.69317
H -4.33274 -1.52417 -1.45417
H -2.85235 -1.78914 -2.38856
H -3.37712 -0.13966 -2.00556
H -4.10196 -0.60237 0.96002
H -3.14473 0.74763 0.33977
H -2.49798 -0.29426 1.62401
H -3.39260 -3.02889 0.41035
H -1.80290 -2.66028 1.09476
H -1.93661 -3.27420 -0.56609
H -0.34528 3.76477 1.33731
H -1.95735 3.41177 0.68417
H -0.90504 4.57958 -0.13206
H 1.71263 2.86481 0.18786
H 1.22759 3.73076 -1.27915
H 1.55592 1.99234 -1.34137
H -2.17837 2.08645 -1.45941
H -0.72332 1.45646 -2.26239
H -1.09194 3.18204 -2.32098
N 3.13688 1.47074 1.91887
C 2.68339 0.43418 1.70413
```

Values from the calculation:
- max |F| (hartree/bohr) = 0.011
- multiplicity = 2
- molecular weight (g mol⁻¹) = 437.1
- ⟨S²⟩ = 0.764
- charge = 0
- gap between HOMO and LUMO (spin up / spin down) (hartree) = 0.2858 / 0.3098
- energy relative to the best compared isomer or geometry (same formula, charge and spin) (kJ/mol) = 39.6
- HOMO energy (spin up / spin down) (eV) = -10.74 / -10.75

=====

2.
# C11H19ClF4KLiNNaO4S

C11H19ClF4KLiNNaO4S as an isolated structure at a distorted geometry (the ωB97M-V functional and the def2-TZVPD basis, OMol25).

Structure (XYZ):
```
44
C11H19ClF4KLiNNaO4S (the ωB97M-V functional and the def2-TZVPD basis)
C -1.67905 -1.87227 -4.50725
C -1.07747 -0.64729 -5.21102
O -0.37552 -1.17109 -6.37309
C -0.03320 -0.02223 -4.26844
C -0.26553 1.47649 -4.02886
S 0.51871 1.93289 -2.54159
O 0.84127 3.32490 -2.60738
O -0.25668 1.57255 -1.38145
C 2.18674 1.09650 -2.49439
F 2.89305 1.54384 -1.46569
F 2.84594 1.39429 -3.63513
F 2.13729 -0.24323 -2.39157
H -0.85918 -2.36514 -4.00311
H -2.00534 -2.57276 -5.27938
H -2.47205 -1.61412 -3.82190
H -1.81945 0.08107 -5.49565
H 0.18319 -1.84456 -5.97464
H -0.07003 -0.53762 -3.31123
H 0.98662 -0.08914 -4.66467
H -1.31596 1.67201 -3.86750
C 0.09721 0.47291 1.69912
C -0.98466 0.15043 2.71797
O -0.86336 -1.19929 3.17580
H 0.03845 -0.20357 0.84682
H 0.00633 1.49566 1.33464
H 1.09362 0.34616 2.14344
H -1.97208 0.25278 2.27169
H -0.92088 0.82266 3.57941
H 0.00061 -1.28836 3.58366
N 1.76799 0.45270 5.19188
C 1.16177 1.55900 5.63392
C 0.56804 1.25407 6.87535
C 0.86743 -0.10645 7.15020
C 1.59896 -0.58454 6.10417
H 2.26760 0.38310 4.32135
H 1.17654 2.47104 5.06357
H -0.00127 1.93143 7.48468
H 0.53414 -0.72304 8.10457
H 2.01590 -1.55949 5.92124
Li -3.58630 -2.22458 -6.50415
K -5.45528 -3.87624 -7.31556
Cl -0.77300 -1.61933 8.55053
F -1.15182 0.99005 5.55296
Na 2.15070 -0.31220 -6.16329
```

Values from the calculation:
- max |F| (hartree/bohr) = 0.068
- multiplicity = 1
- molecular weight (g mol⁻¹) = 441.8
- charge = 0
- gap between HOMO and LUMO (hartree) = 0.0363
- HOMO energy (eV) = -4.83

=====

3.
# C11H19FeN2S

C11H19FeN2S as an isolated structure (the ωB97M-V functional and the def2-TZVPD basis, OMol25).

Structure (XYZ):
```
34
C11H19FeN2S (the ωB97M-V functional and the def2-TZVPD basis)
Fe -0.36538 -0.02656 0.09249
C -2.00215 1.48185 0.66842
C -1.67721 0.71482 1.81516
C -0.33400 0.99735 2.15753
C 0.16804 1.93402 1.22166
C -0.86371 2.23324 0.30818
H -2.96952 1.53186 0.19238
H -2.35612 0.08667 2.37128
H 0.19324 0.60232 3.01396
H 1.16032 2.36121 1.21567
H -0.79763 2.91715 -0.52352
C 0.90493 -2.85428 -0.14918
C 1.59060 -2.02328 0.92420
N 1.71995 -0.62772 0.48194
C 2.71746 -0.35454 -0.56437
C 2.19356 -0.39125 -2.00724
S 0.57997 0.41367 -2.20312
C -0.48951 -0.87693 -2.89539
C -0.34434 -2.22454 -2.21280
N -0.26628 -2.13909 -0.73007
H 0.60694 -3.81378 0.27509
H 1.59938 -3.07918 -0.95762
H 2.55220 -2.47602 1.18569
H 0.98003 -2.01261 1.83051
H 1.94342 -0.05994 1.28835
H 3.55518 -1.05540 -0.48893
H 3.12088 0.63874 -0.37039
H 2.14192 -1.40249 -2.40303
H 2.89749 0.14787 -2.63893
H -0.34011 -0.97822 -3.96955
H -1.49318 -0.47130 -2.74814
H 0.55403 -2.72333 -2.56915
H -1.17555 -2.86410 -2.51428
H -1.11265 -2.55490 -0.35681
```

Values from the calculation:
- max |F| (hartree/bohr) = 0.008
- multiplicity = 5
- molecular weight (g mol⁻¹) = 267.2
- ⟨S²⟩ = 6.013
- charge = +1
- gap between HOMO and LUMO (spin up / spin down) (hartree) = 0.3136 / 0.3392
- energy relative to the best compared isomer or geometry (same formula, charge and spin) (kJ/mol) = 29.4
- HOMO energy (spin up / spin down) (eV) = -11.04 / -12.18

=====

4.
# C11H19IrNSi

C11H19IrNSi as an isolated structure at a distorted geometry (the ωB97M-V functional and the def2-TZVPD basis, OMol25).

Structure (XYZ):
```
33
C11H19IrNSi (the ωB97M-V functional and the def2-TZVPD basis)
C 1.68191 -1.20244 -2.25045
C 0.26504 -1.15500 -2.50552
C -0.40973 -1.78803 -1.40576
C 0.61259 -2.23463 -0.47689
C 1.88921 -1.88580 -1.01545
Ir 0.45139 0.01752 -0.55709
C -0.91916 1.58233 -1.22735
C 0.36022 1.71545 -1.74404
C 1.22007 2.35967 -2.53507
N 1.72112 0.82662 0.44859
H -1.47974 -1.94483 -1.30851
H -0.22162 -0.72643 -3.37772
H 0.42376 -2.78964 0.43649
H 2.84297 -2.09768 -0.54367
H 2.45065 -0.78470 -2.89180
H -1.70119 1.15384 -1.86913
H 2.63689 1.24129 0.25488
H -1.26665 2.28215 -0.46606
H 0.90672 3.16798 -3.20821
H 2.27787 2.09828 -2.52183
C 0.52353 0.47073 2.93714
Si -0.71277 0.03015 1.57582
C -1.47560 -1.67072 1.87140
C -2.14218 1.24828 1.69841
H 1.33398 -0.26834 2.94532
H 0.03873 0.47408 3.92012
H 0.97880 1.45347 2.75925
H -2.10769 -1.59944 2.76868
H -2.10881 -1.98531 1.03234
H -0.71960 -2.44251 2.05285
H -2.61571 1.14162 2.68743
H -1.83459 2.29421 1.57681
H -2.90044 1.01789 0.93901
```

Values from the calculation:
- max |F| (hartree/bohr) = 0.095
- multiplicity = 6
- molecular weight (g mol⁻¹) = 385.6
- ⟨S²⟩ = 8.775
- charge = 0
- gap between HOMO and LUMO (spin up / spin down) (hartree) = 0.1871 / 0.2143
- HOMO energy (spin up / spin down) (eV) = -4.41 / -8.87

=====

5.
# C11H19N2NiO

C11H19N2NiO as an isolated structure (the ωB97M-V functional and the def2-TZVPD basis, OMol25).

Structure (XYZ):
```
34
C11H19N2NiO (the ωB97M-V functional and the def2-TZVPD basis)
Ni -0.32650 -0.78160 -0.31870
C 0.63626 -0.44624 1.54322
C 0.30756 0.80617 0.95615
C 0.99456 0.89543 -0.28313
C 1.76688 -0.29319 -0.45271
C 1.54208 -1.12598 0.67070
C 2.22193 -2.42263 1.00097
C 2.72988 -0.52583 -1.57660
C 1.03164 2.08871 -1.18940
C -0.55382 1.88457 1.54442
C 0.20533 -0.96213 2.88312
H 2.76552 -2.32574 1.94201
H 2.93968 -2.70607 0.23449
H 1.52129 -3.25001 1.12023
H 3.59526 0.13059 -1.46338
H 2.28738 -0.30811 -2.54940
H 3.09262 -1.55101 -1.60063
H 1.92825 2.68127 -0.99285
H 0.17230 2.74183 -1.03491
H 1.06370 1.80869 -2.24315
H 0.03627 2.78857 1.70539
H -0.96773 1.58859 2.50619
H -1.38901 2.15557 0.89476
H 0.04388 -2.04027 2.87027
H -0.71364 -0.49217 3.22946
H 0.98005 -0.76249 3.62749
N -4.35140 -0.57465 -1.14875
C -3.11512 -0.14488 -1.41749
N -2.94917 0.88012 -2.26508
O -2.13550 -0.70108 -0.86988
H -5.17050 -0.16498 -1.56169
H -4.46175 -1.33825 -0.50445
H -3.71583 1.30629 -2.75605
H -2.01235 1.16090 -2.50059
```

Values from the calculation:
- max |F| (hartree/bohr) = 0.007
- multiplicity = 3
- molecular weight (g mol⁻¹) = 254.0
- ⟨S²⟩ = 2.009
- charge = +1
- gap between HOMO and LUMO (spin up / spin down) (hartree) = 0.3129 / 0.3177
- energy relative to the best compared isomer or geometry (same formula, charge and spin) (kJ/mol) = 0.0
- HOMO energy (spin up / spin down) (eV) = -11.20 / -12.33

=====

6.
# C11H19N2O2

An isolated ion of composition C11H19N2O2 and charge +1 at a distorted geometry (the ωB97M-V functional and the def2-TZVPD basis, OMol25).

Structure (XYZ):
```
34
C11H19N2O2 (the ωB97M-V functional and the def2-TZVPD basis)
C 3.26861 -2.03508 1.80902
C 1.89628 -1.55210 1.44477
O 1.85303 -0.45850 0.80440
C 0.79349 -2.28124 1.85000
C -0.54641 -2.09483 1.53060
O -1.53657 -2.64570 1.88933
N -0.82535 -0.97541 0.43103
C -0.11398 0.03330 0.24650
N -0.05028 1.24914 -0.11714
C 1.12948 1.99220 -0.59416
C 1.24352 3.27102 0.22055
C 0.95700 2.26832 -2.08224
C -2.10211 -1.11006 -0.35431
C -3.27302 -0.71608 0.53498
C -2.23239 -2.51581 -0.91715
H 3.47796 -1.73871 2.83713
H 4.01268 -1.57253 1.16459
H 3.33062 -3.11702 1.74061
H 0.96613 -3.14591 2.47219
H -0.88629 1.83051 -0.03310
H 1.99364 1.35107 -0.42312
H 2.14344 3.80298 -0.07026
H 0.39294 3.92690 0.04662
H 1.31244 3.05058 1.28219
H 0.92325 1.34302 -2.65151
H 1.80249 2.85177 -2.43526
H 0.05140 2.83940 -2.27738
H -2.01045 -0.40149 -1.18632
H -3.36825 -1.40174 1.37120
H -3.16654 0.29542 0.91842
H -4.18490 -0.76730 -0.05380
H -3.06489 -2.52710 -1.61602
H -2.43476 -3.23855 -0.13431
H -1.33347 -2.80762 -1.45370
```

Values from the calculation:
- max |F| (hartree/bohr) = 0.060
- multiplicity = 1
- molecular weight (g mol⁻¹) = 211.3
- SMILES = C/C([O-])=C/C(=O)[N+](=C=[NH+]C(C)C)C(C)C
- charge = +1
- gap between HOMO and LUMO (spin up / spin down) (hartree) = 0.2823 / 0.2823
- energy relative to the best compared isomer or geometry (same formula, charge and spin) (kJ/mol) = 319.2
- HOMO energy (spin up / spin down) (eV) = -12.58 / -12.58